This record from OMol25 describes C40H61Br51ClF2N4O6P as an isolated structure at a distorted geometry. The level of theory is ωB97M-V with the def2-TZVPD basis set.

CARTESIAN COORDINATES (ANGSTROEM)
1 C -2.7036 4.6863 1.1985
2 O -1.3615 4.0627 1.1282
3 C -0.7040 4.3303 -0.1638
4 C -0.7467 3.0456 -1.2088
5 C 0.0125 3.4627 -2.6381
6 C -0.4912 2.4915 -3.8725
7 C 0.7224 1.6755 -4.6226
8 C 1.1871 0.3747 -3.7248
9 C 0.0786 -0.8361 -3.7673
10 C 0.4310 -1.9568 -2.5757
11 C -0.0282 -1.3045 -1.1045
12 C -1.0003 -2.3647 -0.2414
13 C -0.0999 -3.7761 -0.2177
14 C 1.4382 -3.5241 0.3829
15 C 2.6201 -3.8549 -0.7268
16 F 1.6579 -4.5255 1.4936
17 O -1.0373 -1.9226 1.1473
18 C -1.1675 -0.4718 1.3081
19 N -1.3387 0.8223 1.2276
20 O -2.2220 -2.4287 -0.9932
21 C -3.4399 -2.8106 -0.3330
22 F -3.9463 -1.8594 0.7270
23 C -3.5332 -4.3828 0.1822
24 C -3.8489 -4.5026 1.8210
25 C -4.4008 -6.0705 2.0136
26 Cl -2.3391 -4.3655 2.8831
27 C -4.6447 -2.6845 -1.4979
28 C -4.3098 -3.5169 -2.8652
29 C -3.3869 -2.7500 -3.9713
30 N -2.5681 -3.5381 -4.7767
31 N -5.1595 -1.2823 -1.6829
32 N -4.2037 -0.3427 -1.9772
33 C -6.3994 -1.1934 -2.5353
34 P -7.8326 -0.6830 -1.3175
35 O -9.0584 -1.7013 -1.5609
36 O -8.3304 0.9827 -1.5209
37 O -7.3271 -0.9713 0.3541
38 H -3.1489 4.9544 0.1371
39 H -3.4123 3.9035 1.7054
40 H -2.6019 5.6387 1.8950
41 H 0.4456 4.5375 0.0619
42 H -1.1480 5.2682 -0.7046
43 H -0.1555 2.1121 -0.8056
44 H -1.8734 2.7812 -1.4829
45 H -0.2958 4.5685 -2.8683
46 H 1.1799 3.3523 -2.4152
47 H -1.2594 1.6931 -3.4952
48 H -1.0169 3.1588 -4.6913
49 H 1.6637 2.3748 -4.7089
50 H 0.4330 1.3450 -5.7131
51 H 1.3518 0.6802 -2.6027
52 H 2.1934 -0.0845 -4.1721
53 H -1.0264 -0.4811 -3.5954
54 H 0.0879 -1.4219 -4.8018
55 H 1.5859 -2.1320 -2.6561
56 H -0.2201 -2.9050 -2.8653
57 H 0.8993 -0.9372 -0.4970
58 H -0.6270 -0.3180 -1.4122
59 H -0.1117 -4.3457 -1.2371
60 H -0.6241 -4.4396 0.6252
61 H 1.5562 -2.4714 0.9016
62 H 2.0915 -4.3668 -1.6396
63 H 3.4405 -4.5830 -0.3165
64 H 3.1112 -2.8546 -1.1508
65 H -4.4362 -4.9826 -0.3199
66 H -2.5765 -5.0276 -0.1226
67 H -4.7523 -3.8242 2.1554
68 H -3.6267 -6.8710 1.6239
69 H -4.7919 -6.2838 3.0957
70 H -5.3506 -6.1674 1.2976
71 H -5.5642 -3.2647 -0.9975
72 H -5.3502 -3.8558 -3.3423
73 H -3.7594 -4.5389 -2.5979
74 H -3.3780 -1.5882 -4.1712
75 H -2.0319 -2.9205 -5.4401
76 H -4.2513 0.0158 -2.9615
77 H -4.3253 0.5092 -1.3615
78 H -6.7577 -2.1970 -3.0172
79 H -6.3691 -0.3295 -3.3526
80 H -8.7959 1.2220 -0.6447
81 H -6.9511 -1.9174 0.3714
82 C 3.2246 0.2726 2.0966
83 Br 4.2872 1.6353 2.9898
84 Br 3.5039 0.2832 0.1715
85 Br 3.5194 -1.4917 2.8611
86 H 2.1727 0.5238 2.2685
87 C 5.7454 4.0176 6.4887
88 Br 5.8779 3.9743 4.5484
89 Br 4.0469 3.3051 7.1144
90 Br 7.2571 3.1351 7.3373
91 H 5.7804 5.0702 6.7882
92 C -1.5002 -5.5316 -7.8313
93 Br -0.7536 -3.8316 -8.4115
94 Br -3.0177 -6.0666 -8.9246
95 Br -0.1453 -6.9246 -7.7423
96 H -1.8755 -5.3851 -6.8131
97 C 1.3320 5.8627 5.5518
98 Br 2.0287 7.3635 4.5289
99 Br -0.1247 6.3996 6.7240
100 Br 0.8266 4.3763 4.4033
101 H 2.1451 5.5085 6.1940
102 C -3.9293 8.9049 1.1450
103 Br -3.2820 8.1568 -0.5300
104 Br -5.0391 7.6405 2.1216
105 Br -2.4758 9.5896 2.2416
106 H -4.5661 9.7582 0.8892
107 C 3.2454 -5.0310 -7.6887
108 Br 4.8343 -5.0306 -8.8111
109 Br 3.1798 -6.5902 -6.5274
110 Br 3.0671 -3.3736 -6.6859
111 H 2.3811 -5.0942 -8.3581
112 C -4.6542 -1.8036 -7.5757
113 Br -4.2710 -2.8168 -5.9600
114 Br -5.2174 -2.9574 -9.0372
115 Br -5.9326 -0.3745 -7.2479
116 H -3.7171 -1.3295 -7.8856
117 C 7.4246 -1.7379 2.8485
118 Br 8.4872 -0.3752 3.7418
119 Br 7.7039 -1.7273 0.9234
120 Br 7.7194 -3.5022 3.6130
121 H 6.3727 -1.4867 3.0204
122 C -5.1050 2.2528 4.5264
123 Br -6.3018 3.7395 4.1502
124 Br -5.0285 0.9927 3.0464
125 Br -3.3337 2.8638 5.0491
126 H -5.5233 1.7145 5.3833
127 C -7.2248 1.1643 8.4782
128 Br -7.2220 -0.5325 9.4296
129 Br -5.4373 1.9188 8.3385
130 Br -8.0867 1.0183 6.7404
131 H -7.8214 1.8635 9.0733
132 C 12.1320 2.2333 3.3674
133 Br 12.8287 3.7341 2.3445
134 Br 10.6753 2.7702 4.5396
135 Br 11.6266 0.7469 2.2189
136 H 12.9451 1.8791 4.0096
137 C 13.2454 -2.8072 1.1764
138 Br 13.3779 -2.8505 -0.7640
139 Br 11.5469 -3.5196 1.8020
140 Br 14.7571 -3.6897 2.0250
141 H 13.2804 -1.7546 1.4758
142 C -1.7835 10.3979 7.6132
143 Br 0.1538 10.2212 7.6233
144 Br -2.5472 9.8958 5.8960
145 Br -2.6067 9.4261 9.0835
146 H -2.0085 11.4587 7.7653
147 C 2.4454 -10.1920 -7.6520
148 Br 2.5779 -10.2353 -9.5923
149 Br 0.7469 -10.9044 -7.0263
150 Br 3.9571 -11.0745 -6.8034
151 H 2.4804 -9.1393 -7.3525
152 C 0.2246 0.0817 4.8862
153 Br 1.2872 1.4445 5.7794
154 Br 0.5039 0.0924 2.9611
155 Br 0.5194 -1.6826 5.6506
156 H -0.8273 0.3329 5.0580
157 C -4.8293 11.8391 -2.5172
158 Br -4.1820 11.0910 -4.1922
159 Br -5.9391 10.5747 -1.5407
160 Br -3.3758 12.5238 -1.4206
161 H -5.4661 12.6924 -2.7730
162 C 13.5874 -3.1250 5.8985
163 Br 12.9336 -1.6307 4.8383
164 Br 15.0369 -2.5935 7.0819
165 Br 12.1503 -4.0096 6.8662
166 H 13.9995 -3.8582 5.1975

Forces on atoms 1 to 3 (eV/Å):
-0.1477 -0.1444 0.5903
-0.8883 1.2490 -2.2321
1.1745 -0.7262 -0.4398

Properties
- Orbital gap: 8.4 eV
- E_LUMO: -0.53 eV

Löwdin population analysis, charges in e, atoms 1 to 2: C -0.12; O -0.29


This record from OMol25 describes C40H62F3GeI3LuN4O4P3S as an isolated structure at a distorted geometry. The level of theory is ωB97M-V with the def2-TZVPD basis set.

CARTESIAN COORDINATES (ANGSTROEM)
1 Lu -1.8895 0.7347 -0.6680
2 C 2.6902 1.9913 -3.8578
3 C 1.5355 1.1590 -3.2955
4 C 0.6750 0.7220 -4.4586
5 P 0.6480 1.9076 -1.8412
6 C 2.0622 1.8374 -0.6081
7 N 2.2368 0.4787 -0.0947
8 Ge 0.2007 -1.0797 0.7155
9 N 0.2616 -0.6794 2.6289
10 C -0.9793 -0.1357 3.1991
11 P -1.5062 1.4453 2.3571
12 C -0.1764 2.6575 2.8835
13 C -0.1411 3.8656 1.9807
14 C -0.2498 3.0875 4.3566
15 C -2.9726 1.8621 3.4531
16 C -3.5747 3.2496 3.1482
17 C -4.0177 0.7563 3.4635
18 C 1.4818 -0.4333 3.2381
19 C 1.6419 0.2658 4.4470
20 C 2.9153 0.5123 4.9540
21 C 4.0323 0.1093 4.2282
22 C 3.9103 -0.6242 3.0532
23 C 2.6257 -0.9030 2.5913
24 N 2.3632 -1.6808 1.3787
25 C 3.3579 -1.5393 0.3120
26 C 4.2948 -2.4958 -0.0476
27 C 5.2073 -2.2208 -1.0652
28 C 5.2050 -1.0017 -1.7443
29 C 4.2856 -0.0335 -1.3893
30 C 3.2976 -0.2783 -0.3897
31 C 2.1745 -3.0792 1.7833
32 C 3.0691 -3.7585 2.5889
33 C 2.8028 -5.0889 2.9323
34 C 1.6553 -5.7280 2.4864
35 C 0.7703 -5.0328 1.6885
36 C 1.0094 -3.7057 1.3426
37 N 0.1729 -2.9756 0.5284
38 C -0.6275 -3.7959 -0.3999
39 P -1.6348 -2.8610 -1.6616
40 C -0.5011 -2.8257 -3.1348
41 C -0.1943 -4.1510 -3.7967
42 C 0.7814 -2.1312 -2.7458
43 C -2.9170 -4.2025 -2.0186
44 C -3.7465 -3.8132 -3.2412
45 C -3.7937 -4.4516 -0.7969
46 C 0.3557 3.7131 -2.1134
47 C 1.5644 4.6299 -2.1082
48 C -0.3866 3.8762 -3.4204
49 H 3.3325 1.3595 -4.4814
50 H 3.3206 2.4106 -3.0889
51 H 2.3630 2.8370 -4.4487
52 H 1.9757 0.2657 -2.8461
53 H 0.3192 1.5999 -5.0088
54 H -0.1941 0.1519 -4.1534
55 H 1.2672 0.1607 -5.1819
56 H 1.7985 2.4934 0.2267
57 H 2.9518 2.2976 -1.0385
58 H -0.9142 0.0547 4.2693
59 H -1.7366 -0.9140 3.0519
60 H 0.7276 2.0741 2.7041
61 H -0.9821 4.5342 2.1242
62 H -0.1689 3.5658 0.9234
63 H 0.7588 4.4841 2.1517
64 H -1.1138 3.7466 4.5403
65 H 0.6214 3.6677 4.6000
66 H -0.2773 2.2708 5.0741
67 H -2.5470 1.8868 4.4781
68 H -3.8863 3.3692 2.0971
69 H -2.8531 4.0367 3.3538
70 H -4.4709 3.4659 3.7515
71 H -4.4205 0.6305 2.4549
72 H -4.8345 1.0237 4.1080
73 H -3.6313 -0.2047 3.8350
74 H 0.7946 0.5815 5.0463
75 H 3.0760 0.9860 5.9198
76 H 5.0215 0.3753 4.5920
77 H 4.8096 -0.9496 2.5314
78 H 4.3209 -3.4590 0.4459
79 H 5.9407 -2.9754 -1.3010
80 H 5.9425 -0.7979 -2.5277
81 H 4.2642 0.8940 -1.9143
82 H 3.9534 -3.2408 2.9474
83 H 3.5107 -5.5669 3.6043
84 H 1.4687 -6.7333 2.8069
85 H -0.1323 -5.5190 1.3705
86 H -1.3840 -4.3425 0.1782
87 H -0.0326 -4.5536 -0.9161
88 H -1.0387 -2.1967 -3.8558
89 H 0.3123 -4.8690 -3.1766
90 H 0.4572 -3.9966 -4.6679
91 H -1.0830 -4.6544 -4.1624
92 H 1.3428 -2.6834 -2.0043
93 H 0.5702 -1.1293 -2.3485
94 H 1.4112 -1.9901 -3.6256
95 H -2.3446 -5.1024 -2.2734
96 H -4.2190 -2.8361 -3.0862
97 H -4.5257 -4.5485 -3.4524
98 H -3.1177 -3.7832 -4.1195
99 H -3.9441 -3.5496 -0.1783
100 H -3.3718 -5.1891 -0.1271
101 H -4.7718 -4.8084 -1.1334
102 H -0.3128 4.0113 -1.2843
103 H 2.3308 4.4040 -2.8265
104 H 2.0570 4.6076 -1.1309
105 H 1.2393 5.6661 -2.2574
106 H 0.2978 3.8607 -4.2652
107 H -0.9040 4.8399 -3.4485
108 H -1.1254 3.0932 -3.6111
109 O -2.9597 -1.1228 0.5194
110 H -2.9965 -1.9472 0.0168
111 H -3.7121 -1.1476 1.1442
112 I -2.8558 0.2980 -3.3173
113 I -5.4248 1.2030 -0.1948
114 I -5.9938 -1.4578 -0.6736
115 F -1.6393 6.3216 -1.5005
116 C -2.7125 6.0010 -0.7292
117 F -3.6879 6.8100 -1.0934
118 F -2.3972 6.4261 0.5129
119 S -3.3465 4.0969 -1.1163
120 O -4.5195 3.9330 -0.2604
121 O -3.5826 4.2974 -2.5271
122 O -2.3670 3.0204 -0.8667

Forces on atoms 1 to 3 (eV/Å):
-0.2255 0.4518 -0.0473
0.2989 -0.0971 0.2039
0.3941 0.2737 -0.1830

Properties
- ΔE to the lowest compared entry with this formula, charge and spin: 0.00 kcal/mol
- Orbital gap (alpha / beta): 5.9 / 5.5 eV
- Total charge: +1
- Multiplicity: 2
- ⟨S²⟩: 0.796
- E_LUMO (alpha / beta): -4.04 / -4.47 eV

Löwdin population analysis, charges in e, atoms 1 to 2: Lu 0.92; C -0.11


This record from OMol25 describes C40H63BGeN5P3Pt as an isolated structure at a distorted geometry. The level of theory is ωB97M-V with the def2-TZVPD basis set.

CARTESIAN COORDINATES (ANGSTROEM)
1 Pt 0.0189 -0.1367 -1.4790
2 C -4.9444 0.6675 -0.2157
3 C -4.4667 -0.0939 -1.4471
4 C -4.9812 0.5883 -2.7109
5 P -2.6246 -0.4653 -1.4233
6 C -2.5193 -1.6177 -0.0155
7 N -1.8378 -0.9966 1.1228
8 Ge -0.0165 -0.4825 0.9524
9 N 1.7261 -1.1025 1.4226
10 C 2.4599 -1.7008 0.3258
11 P 2.3802 -0.6329 -1.1317
12 C 3.6474 0.6692 -0.7563
13 C 4.2512 1.3351 -2.0000
14 C 4.7463 0.1910 0.1918
15 C 2.9067 -1.7889 -2.4530
16 C 2.6180 -1.2247 -3.8499
17 C 4.3436 -2.2875 -2.3171
18 C 1.6794 -1.8844 2.5935
19 C 2.5867 -2.8870 2.9208
20 C 2.4052 -3.6458 4.0710
21 C 1.2984 -3.4497 4.8820
22 C 0.3977 -2.4382 4.5731
23 C 0.6243 -1.6460 3.4677
24 N -0.1787 -0.4754 3.0933
25 C -1.5854 -0.5668 3.4461
26 C -2.0956 -0.3186 4.7037
27 C -3.4287 -0.5838 4.9756
28 C -4.2218 -1.1174 3.9713
29 C -3.7217 -1.3063 2.6898
30 C -2.3947 -0.9822 2.3910
31 C 0.4654 0.7526 3.5601
32 C 0.9167 0.9100 4.8544
33 C 1.4702 2.1160 5.2578
34 C 1.5698 3.1431 4.3331
35 C 1.1832 2.9557 3.0122
36 C 0.6439 1.7340 2.5882
37 N 0.3231 1.4193 1.2734
38 C 0.6913 2.4130 0.2861
39 P -0.2551 2.1777 -1.2377
40 C -1.8405 3.0103 -0.7937
41 C -1.7540 4.5354 -0.9005
42 C -2.2584 2.6459 0.6342
43 C 0.4779 3.1949 -2.5947
44 C 1.5119 4.2119 -2.1072
45 C 1.0382 2.2838 -3.6960
46 C -2.4552 -1.4506 -2.9932
47 C -1.2648 -2.3951 -2.8826
48 C -2.1806 -0.4532 -4.1346
49 H -6.0218 0.5289 -0.1047
50 H -4.7628 1.7294 -0.3398
51 H -4.4689 0.3412 0.7103
52 H -4.8718 -1.1086 -1.4080
53 H -4.5385 1.5796 -2.8399
54 H -6.0613 0.7202 -2.6200
55 H -4.8025 0.0011 -3.6089
56 H -1.9361 -2.4666 -0.3590
57 H -3.5083 -1.9846 0.2458
58 H 2.0401 -2.6558 0.0249
59 H 3.5036 -1.8711 0.5857
60 H 3.0758 1.4209 -0.2163
61 H 4.9557 0.6714 -2.5027
62 H 4.8024 2.2263 -1.6943
63 H 3.5081 1.6459 -2.7271
64 H 5.3054 -0.6551 -0.2103
65 H 4.3521 -0.0713 1.1734
66 H 5.4483 1.0158 0.3320
67 H 2.2296 -2.6359 -2.2880
68 H 3.3342 -0.4476 -4.1277
69 H 1.6140 -0.7969 -3.9144
70 H 2.6839 -2.0217 -4.5923
71 H 5.0710 -1.4838 -2.4385
72 H 4.5338 -3.0276 -3.0966
73 H 4.5174 -2.7740 -1.3559
74 H 3.4353 -3.0880 2.2816
75 H 3.1263 -4.4152 4.3174
76 H 1.1347 -4.0708 5.7519
77 H -0.4767 -2.2782 5.1907
78 H -1.4616 0.0817 5.4849
79 H -3.8293 -0.3972 5.9619
80 H -5.2510 -1.3818 4.1808
81 H -4.3710 -1.7003 1.9201
82 H 0.8583 0.0806 5.5507
83 H 1.8184 2.2437 6.2731
84 H 1.9734 4.1025 4.6339
85 H 1.3228 3.7682 2.3140
86 H 1.7512 2.3682 0.0229
87 H 0.5002 3.4272 0.6424
88 H -2.5796 2.6395 -1.5147
89 H -0.9755 4.9360 -0.2464
90 H -2.7034 4.9602 -0.5700
91 H -1.5728 4.8926 -1.9127
92 H -1.5631 3.0740 1.3583
93 H -2.2948 1.5730 0.8123
94 H -3.2402 3.0664 0.8373
95 H -0.3734 3.7244 -3.0231
96 H 2.4026 3.7173 -1.7118
97 H 1.1155 4.8748 -1.3368
98 H 1.8257 4.8325 -2.9487
99 H 1.6984 1.5273 -3.2852
100 H 1.5993 2.8713 -4.4267
101 H 0.2362 1.7682 -4.2293
102 H -3.3725 -2.0066 -3.2020
103 H -0.4034 -1.8131 -2.4604
104 H -0.9590 -2.7511 -3.8672
105 H -1.4136 -3.2577 -2.2430
106 H -1.2386 0.0738 -3.9483
107 H -2.9516 0.3045 -4.2485
108 H -2.0822 -0.9816 -5.0852
109 B 0.2125 -4.9912 -1.3902
110 C 0.0705 -3.8320 -0.3400
111 N -0.0537 -2.8852 0.3151
112 H -0.9120 -5.2980 -1.7411
113 H 0.7604 -5.9480 -0.8946
114 H 0.8779 -4.5163 -2.3049

Forces on atoms 1 to 3 (eV/Å):
0.0892 0.9689 0.2968
0.0115 -0.1712 0.0864
0.1622 0.5664 0.0492

Properties
- ΔE to the lowest compared entry with this formula, charge and spin: 67.49 kcal/mol
- Orbital gap (alpha / beta): 6.2 / 5.8 eV
- Total charge: +1
- Multiplicity: 2
- ⟨S²⟩: 0.755
- E_LUMO (alpha / beta): -3.70 / -4.18 eV

Löwdin population analysis, charges in e, atoms 1 to 2: Pt 0.53; C -0.10


Number 1: M 4873.477 u. Number 2: M 1473.232 u. Number 3: M 985.401 u.